Here is 3 unconnected molecules or ions with the total composition C23H45N2O4 in a non-equilibrium geometry from the Open Molecules 2025 dataset. Energies are from ωB97M-V with the def2-TZVPD basis set.

Last column: Löwdin charge in e.
Element x y z (Å)
C (5.359, -0.332, -1.643)  -0.1479
C (4.122, 0.695, -1.371)  -0.2539
C (3.009, 0.347, -2.474)  -0.2374
C (1.528, 0.816, -2.104)  -0.1519
C (0.797, -0.132, -1.022)  -0.5947
O (0.477, -1.323, -1.341)  -0.1082
O (0.481, 0.367, 0.225)  -0.2141
H (5.043, -1.325, -1.166)  0.0731
H (6.355, 0.067, -1.262)  0.0583
H (5.429, -0.490, -2.776)  0.0637
H (4.522, 1.754, -1.538)  0.0941
H (3.751, 0.612, -0.290)  0.1110
H (3.392, 0.796, -3.468)  0.1082
H (3.006, -0.801, -2.577)  0.1115
H (1.450, 1.930, -1.833)  0.1022
H (0.901, 0.703, -3.070)  0.1041
C (-5.443, 3.754, -1.903)  -0.0416
C (-4.448, 3.240, -2.971)  -0.4801
C (-4.069, 1.761, -2.735)  -0.1425
C (-3.076, 1.545, -1.603)  -0.1681
C (-1.844, 2.422, -1.798)  -0.1338
C (-2.199, 3.912, -1.966)  -0.4739
N (-3.257, 4.145, -3.008)  -0.0429
O (-2.670, 3.984, -4.221)  -0.0319
C (-2.637, 4.467, -0.587)  -0.0519
C (-0.904, 4.710, -2.265)  -0.0477
C (-5.304, 3.280, -4.268)  -0.0573
H (-5.012, 3.983, -0.937)  0.0470
H (-5.938, 4.669, -2.244)  0.0829
H (-6.224, 3.011, -1.717)  0.0857
H (-3.630, 1.345, -3.650)  0.1233
H (-4.971, 1.168, -2.542)  0.1182
H (-3.554, 1.747, -0.639)  0.1075
H (-2.772, 0.495, -1.578)  0.1224
H (-1.173, 2.285, -0.943)  0.1177
H (-1.293, 2.062, -2.676)  0.1201
H (-3.095, 5.456, -0.684)  0.0880
H (-1.778, 4.575, 0.083)  0.0868
H (-3.319, 3.811, -0.050)  0.0588
H (-0.382, 4.348, -3.154)  0.0753
H (-0.190, 4.615, -1.440)  0.0850
H (-1.122, 5.773, -2.402)  0.0823
H (-5.580, 4.304, -4.535)  0.0813
H (-6.231, 2.717, -4.124)  0.0828
H (-4.795, 2.828, -5.124)  0.0749
C (0.214, -2.741, 4.710)  -0.0439
C (1.409, -2.307, 3.828)  -0.4734
C (0.972, -2.021, 2.373)  -0.1396
C (0.721, -3.268, 1.543)  -0.1711
C (1.927, -4.201, 1.600)  -0.1348
C (2.333, -4.555, 3.045)  -0.4812
N (2.488, -3.342, 3.918)  -0.0440
O (3.652, -2.740, 3.568)  -0.0334
C (1.281, -5.533, 3.623)  -0.0593
C (3.624, -5.413, 3.013)  -0.0565
C (1.800, -0.939, 4.452)  -0.0504
H (-0.119, -3.763, 4.574)  0.0438
H (0.458, -2.636, 5.773)  0.0800
H (-0.658, -2.110, 4.513)  0.0877
H (1.746, -1.433, 1.867)  0.1178
H (0.073, -1.397, 2.365)  0.1203
H (-0.186, -3.775, 1.888)  0.1044
H (0.533, -2.981, 0.503)  0.0991
H (1.698, -5.113, 1.038)  0.1209
H (2.765, -3.725, 1.076)  0.1251
H (1.401, -5.655, 4.703)  0.0879
H (1.381, -6.527, 3.174)  0.0789
H (0.253, -5.243, 3.410)  0.0570
H (4.451, -4.911, 2.505)  0.0734
H (3.457, -6.346, 2.464)  0.0783
H (3.948, -5.671, 4.025)  0.0825
H (2.167, -1.055, 5.477)  0.0781
H (0.929, -0.279, 4.488)  0.0877
H (2.565, -0.414, 3.873)  0.0784

Properties
Energy: -1313.7137 hartree
Highest occupied orbital energy (alpha / beta): -4.5 / -4.5 eV
Gap between HOMO and LUMO (alpha / beta): 7.18 / 6.54 eV
2S+1: 3
Total charge: -1
<S²>: 2.01
Molar mass: 413.6 Da



Here is a molecular structure, C39H43AuN5S in a non-equilibrium geometry from the Open Molecules 2025 dataset. Energies are from ωB97M-V with the def2-TZVPD basis set.

Last column: Löwdin charge in e.
Element x y z (Å)
Au (-0.185, 0.426, -0.498)  1.2615
S (0.025, 3.652, -3.768)  1.1853
C (-1.172, 4.294, -2.686)  -0.4366
C (-1.904, 5.471, -2.812)  -0.0682
C (-2.877, 5.728, -1.869)  -0.0577
C (-3.132, 4.820, -0.833)  -0.0486
C (-2.398, 3.662, -0.702)  -0.0332
C (-1.381, 3.414, -1.622)  -0.2851
N (-0.548, 2.298, -1.673)  0.0195
C (0.178, 2.280, -2.754)  -0.5316
C (0.935, 1.092, -3.069)  -0.2439
C (1.660, 0.898, -4.240)  -0.0109
C (2.236, -0.335, -4.499)  -0.0391
C (2.081, -1.379, -3.596)  -0.0261
C (1.369, -1.193, -2.415)  -0.0632
C (0.835, 0.034, -2.182)  -0.1981
H (-1.730, 6.149, -3.636)  0.1178
H (-3.466, 6.631, -1.945)  0.1149
H (-3.927, 5.026, -0.129)  0.1157
H (-2.619, 2.949, 0.079)  0.0982
H (1.766, 1.711, -4.947)  0.1136
H (2.792, -0.488, -5.413)  0.1184
H (2.512, -2.349, -3.804)  0.1208
H (1.246, -1.989, -1.706)  0.0743
C (1.938, 1.968, 1.686)  -0.0771
C (3.213, 1.348, 1.129)  -0.3657
C (3.251, 1.411, -0.394)  -0.0521
C (3.508, -0.054, 1.639)  -0.1351
C (4.622, -0.175, 2.459)  -0.0372
C (5.067, -1.402, 2.908)  -0.0659
C (4.455, -2.537, 2.429)  -0.0468
C (3.332, -2.491, 1.600)  -0.1257
C (3.004, -3.864, 0.986)  -0.3724
C (2.251, -4.822, 1.921)  -0.0592
C (2.421, -3.891, -0.414)  -0.0675
C (2.765, -1.219, 1.320)  -0.1280
N (1.422, -1.075, 0.814)  0.0869
C (0.572, -1.950, 1.243)  -0.1454
C (-0.769, -2.078, 0.817)  -0.3765
C (-1.653, -3.102, 1.135)  -0.0175
C (-2.767, -2.943, 0.303)  -0.0198
C (-2.535, -1.816, -0.493)  -0.2424
N (-1.340, -1.300, -0.150)  -0.0061
C (-3.488, -1.280, -1.541)  -0.5446
C (-2.951, -0.051, -2.268)  -0.0669
C (-3.744, -2.393, -2.569)  -0.0371
C (-4.810, -0.913, -0.849)  -0.0360
H (1.897, 3.033, 1.444)  0.0877
H (1.878, 1.862, 2.770)  0.0977
H (1.054, 1.489, 1.270)  -0.0148
H (4.044, 1.960, 1.489)  0.1265
H (2.423, 0.853, -0.818)  0.0166
H (4.176, 0.987, -0.785)  0.0960
H (3.177, 2.447, -0.737)  0.0890
H (5.154, 0.723, 2.748)  0.1154
H (5.921, -1.472, 3.568)  0.1100
H (4.884, -3.506, 2.659)  0.1213
H (4.001, -4.300, 0.868)  0.1282
H (1.169, -4.708, 1.834)  0.0600
H (2.532, -4.668, 2.962)  0.0838
H (2.481, -5.857, 1.662)  0.0859
H (1.348, -3.686, -0.441)  0.0642
H (2.568, -4.884, -0.842)  0.0922
H (2.944, -3.176, -1.048)  0.0756
H (0.882, -2.666, 2.004)  0.1274
H (-1.478, -3.874, 1.869)  0.1125
H (-3.649, -3.560, 0.261)  0.1094
H (-1.984, -0.253, -2.740)  0.0690
H (-2.841, 0.797, -1.586)  0.0525
H (-3.652, 0.241, -3.051)  0.0957
H (-2.831, -2.637, -3.113)  0.0904
H (-4.494, -2.058, -3.290)  0.0891
H (-4.114, -3.300, -2.096)  0.0818
H (-4.666, -0.089, -0.148)  0.0876
H (-5.224, -1.758, -0.303)  0.0828
H (-5.542, -0.603, -1.599)  0.0896
N (-1.542, -0.402, 3.456)  0.1655
C (-1.622, 0.941, 3.251)  -0.3685
C (-2.263, 1.781, 4.180)  -0.0122
C (-2.314, 3.128, 3.931)  -0.0553
C (-1.715, 3.640, 2.775)  -0.0683
C (-1.116, 2.743, 1.926)  -0.2116
N (-1.083, 1.416, 2.126)  0.0835
H (-1.772, -0.773, 4.360)  0.1074
H (-0.897, -0.921, 2.886)  0.0607
H (-2.689, 1.357, 5.079)  0.1144
H (-2.799, 3.790, 4.636)  0.1145
H (-1.706, 4.697, 2.557)  0.1078
H (-0.601, 3.096, 1.039)  0.0794

Properties
Energy: -2319.3374 hartree
ΔE to the lowest compared entry with this formula, charge and spin: 51.4 kcal per mole
Highest occupied orbital energy: -9.9 eV
Gap between HOMO and LUMO: 5.22 eV
Total charge: +1
Molar mass: 810.8 Da